## 1
Below is the molecule C18H18N2O, with properties calculated with ωB97M-V/def2-TZVPD.

Properties
- net charge = 0
- Kohn-Sham gap (eV) = 8.34
- E_HOMO (eV) = -8.36
- lowest unoccupied orbital energy (eV) = -0.0223

Structure (XYZ):
```
39
C18H18N2O | the OMol25 dataset | ωB97M-V/def2-TZVPD
C -1.07402 0.02551 1.07534
N 0.05613 0.37436 1.88472
C 1.26553 -0.29745 1.46123
C 0.12099 1.64603 2.63806
C -0.18933 1.79829 4.18339
C -1.19518 0.80614 4.49409
N -1.94255 -0.09344 4.42016
C -0.76267 3.20987 4.38013
O -1.85256 3.41619 3.85077
C -0.01906 4.33923 5.01895
C 1.31474 4.51935 4.63375
C 2.08674 5.55738 5.15395
C 1.49352 6.45798 6.04612
C 0.13195 6.35066 6.37548
C -0.63521 5.31638 5.83700
C 0.93887 1.52149 5.18300
C 1.28844 2.11976 6.42164
C 2.52039 1.80364 7.04151
C 3.38983 0.86073 6.48741
C 3.02562 0.25463 5.29090
C 1.78245 0.52400 4.73592
H -0.83787 -0.96793 0.65998
H -1.96284 -0.04414 1.71867
H -1.29371 0.74826 0.25433
H 1.00964 -1.36683 1.40568
H 1.69310 -0.00856 0.48024
H 2.04905 -0.22694 2.20848
H 1.16810 2.02644 2.55888
H -0.62498 2.26475 2.13256
H 1.75108 3.83648 3.90496
H 3.15030 5.62237 4.89678
H 2.10413 7.24160 6.49170
H -0.31668 7.05127 7.08644
H -1.70681 5.25165 6.01858
H 0.67637 2.89486 6.90638
H 2.81488 2.28196 7.97663
H 4.32057 0.57590 6.97849
H 3.67835 -0.44937 4.77156
H 1.44248 0.04490 3.82928
```

---

## 2
Below is the molecule C18H18N2O, with properties calculated with ωB97M-V/def2-TZVPD.

Properties
- net charge = 0
- Kohn-Sham gap (eV) = 8.42
- E_HOMO (eV) = -7.76
- lowest unoccupied orbital energy (eV) = 0.6615

Structure (XYZ):
```
39
C18H18N2O | the OMol25 dataset | ωB97M-V/def2-TZVPD
C 2.08572 2.48573 0.08575
C 0.93266 1.74469 -0.49990
C -0.39621 1.94484 -0.27083
C -1.11411 1.02442 -1.08218
C -2.46790 0.74916 -1.26505
C -2.82145 -0.25045 -2.14263
C -1.85468 -0.97422 -2.84461
C -0.50960 -0.71945 -2.68620
C -0.14524 0.28231 -1.79703
N 1.09707 0.75095 -1.44419
C 2.33454 0.09398 -1.75706
C 2.47448 -1.23224 -0.96132
N 1.81254 -1.13711 0.31466
C 0.58904 -1.71817 0.49560
O 0.18376 -2.61027 -0.22033
C -0.20552 -1.15897 1.62394
C -1.58929 -1.15260 1.47766
C -2.39099 -0.59024 2.45241
C -1.81850 -0.04540 3.58983
C -0.44324 -0.07311 3.75357
C 0.36413 -0.62245 2.77386
H 1.71016 3.22902 0.78369
H 2.77260 1.83000 0.62347
H 2.65151 3.00105 -0.69193
H -0.82063 2.66470 0.40103
H -3.21535 1.30850 -0.72179
H -3.86482 -0.48648 -2.29517
H -2.17005 -1.75375 -3.52194
H 0.22737 -1.28926 -3.23122
H 3.15731 0.76783 -1.51045
H 2.37645 -0.11981 -2.82860
H 1.98082 -2.05132 -1.48936
H 3.53216 -1.47680 -0.82727
H 2.02852 -0.32767 0.87579
H -2.01373 -1.58287 0.58362
H -3.46321 -0.57752 2.32604
H -2.44266 0.39478 4.35373
H 0.00226 0.33662 4.64856
H 1.43410 -0.65840 2.92584
```

---

Which one sits at the top of the stability order? 2 does.

---

## 1
Below is a structure of composition C2H4O2P, with properties calculated with ωB97M-V/def2-TZVPD.

Properties
- net charge = +1
- Kohn-Sham gap (eV) = 11.60
- E_HOMO (eV) = -17.64
- lowest unoccupied orbital energy (eV) = -6.0431

Structure (XYZ):
```
9
C2H4O2P | the OMol25 dataset | ωB97M-V/def2-TZVPD
C -0.75211 0.04734 -0.41566
C 0.05288 0.41275 0.83012
O -0.08507 -1.06394 -1.02188
O 1.69039 0.08295 -0.03873
P 1.47050 -1.05473 -1.01296
H -1.64212 -0.52500 0.00228
H -0.90726 0.82275 -1.17446
H 0.09315 1.44952 1.08139
H 0.07964 -0.17162 1.74990
```

---

## 2
Below is the ion C2H4O2P with charge +1, with properties calculated with ωB97M-V/def2-TZVPD.

Properties
- net charge = +1
- Kohn-Sham gap (eV) = 11.10
- E_HOMO (eV) = -17.35
- lowest unoccupied orbital energy (eV) = -6.2578

Structure (XYZ):
```
9
C2H4O2P | the OMol25 dataset | ωB97M-V/def2-TZVPD
C 0.38640 0.79634 -0.03798
C 0.36111 -0.79814 0.07702
O -1.07581 1.12369 0.05022
O -1.03197 -1.13889 -0.05624
P -2.06387 0.00924 0.00126
H 1.05728 1.23125 0.71793
H 0.66392 1.12996 -0.94582
H 0.84806 -1.28066 -0.84690
H 0.85488 -1.07280 1.04052
```

---

Which one sits at the top of the stability order? 2 does.

---

## 1
Below is the molecule C19H22N4O, with properties calculated with ωB97M-V/def2-TZVPD.

Properties
- net charge = 0
- Kohn-Sham gap (eV) = 8.29
- E_HOMO (eV) = -7.73
- lowest unoccupied orbital energy (eV) = 0.5568

Structure (XYZ):
```
46
C19H22N4O | the OMol25 dataset | ωB97M-V/def2-TZVPD
C 0.38825 -2.86831 -3.83424
C 0.43718 -2.14605 -2.52564
C -0.05124 -0.82890 -2.43162
C -0.03264 -0.16131 -1.22175
N -0.50454 1.11603 -1.04944
C -0.76501 1.93033 -2.22113
C -1.21285 3.32452 -1.78600
C -1.44214 4.23142 -2.98832
O -2.42996 3.26070 -1.06650
C -2.56683 2.15248 -0.19044
C -3.54599 1.11474 -0.75011
C -1.21275 1.51903 0.15209
N 0.54645 -0.81885 -0.17899
C 0.86101 -0.48518 1.10739
C 1.44846 -1.59797 1.67431
C 1.96185 -1.76353 3.02398
C 1.84039 -0.76344 3.98754
C 2.34152 -0.95760 5.26084
C 2.96821 -2.14794 5.59153
C 3.09105 -3.14812 4.64005
C 2.59248 -2.95952 3.36632
N 1.51559 -2.61166 0.77096
C 1.00106 -2.16264 -0.34050
N 0.92332 -2.79629 -1.49859
H 0.97467 -2.33528 -4.58092
H 0.79073 -3.86781 -3.70542
H -0.63753 -2.93497 -4.19323
H -0.47186 -0.36657 -3.30695
H 0.15385 1.99986 -2.81137
H -1.55547 1.50503 -2.85579
H -0.42944 3.76534 -1.14619
H -0.51287 4.38272 -3.52984
H -2.18012 3.78923 -3.65227
H -1.81891 5.19053 -2.64639
H -2.99614 2.56192 0.73531
H -3.10270 0.53549 -1.55571
H -4.42632 1.62509 -1.13108
H -3.84904 0.43201 0.03967
H -0.61464 2.24768 0.71622
H -1.39809 0.64957 0.78345
H 0.71540 0.49312 1.51091
H 1.35073 0.16755 3.74288
H 2.24251 -0.17652 6.00134
H 3.35820 -2.29455 6.58831
H 3.57841 -4.07790 4.89563
H 2.67578 -3.72347 2.60971
```

---

## 2
Below is the molecule C19H22N4O, with properties calculated with ωB97M-V/def2-TZVPD.

Properties
- net charge = 0
- Kohn-Sham gap (eV) = 8.86
- E_HOMO (eV) = -8.23
- lowest unoccupied orbital energy (eV) = 0.6298

Structure (XYZ):
```
46
C19H22N4O | the OMol25 dataset | ωB97M-V/def2-TZVPD
C -4.46236 -3.32355 -0.46210
C -3.91394 -1.93002 -0.45581
C -4.72926 -0.85344 -0.77883
C -4.24743 0.44091 -0.77903
C -2.91623 0.68803 -0.45007
C -2.38350 2.03864 -0.43508
N -2.84695 3.02120 -1.24607
N -2.22329 4.18036 -1.06576
C -1.34276 3.96130 -0.10910
C -1.38750 2.63087 0.33645
C -0.55969 2.02273 1.41703
N 0.49143 1.18438 0.85211
C 1.34188 0.58449 1.85843
C 2.45603 -0.20962 1.18646
O 3.35289 0.71976 0.60980
C 4.43632 0.25252 -0.05685
C 4.76155 -1.08731 -0.24455
C 5.91496 -1.39524 -0.95066
C 6.69806 -0.36524 -1.44064
N 6.39342 0.91216 -1.26610
C 5.30229 1.21220 -0.59915
C -2.09428 -0.39087 -0.13056
C -2.57609 -1.68920 -0.12669
C -1.66036 -2.82205 0.22549
H -3.91441 -3.94849 -1.16695
H -4.36788 -3.77801 0.52392
H -5.51237 -3.32391 -0.74344
H -5.76499 -1.03275 -1.03161
H -4.91430 1.25892 -1.01190
H -3.55573 2.93725 -1.95715
H -0.70976 4.75446 0.23709
H -0.14980 2.82672 2.05259
H -1.18536 1.37764 2.04536
H 1.06414 1.73881 0.22060
H 0.72939 -0.09427 2.46133
H 1.79867 1.32871 2.53358
H 2.97611 -0.82867 1.92967
H 2.02668 -0.85587 0.40994
H 4.14017 -1.87960 0.14466
H 6.19347 -2.42534 -1.11236
H 7.60555 -0.55926 -1.99505
H 5.08075 2.26278 -0.47314
H -1.05698 -0.19846 0.09903
H -2.03961 -3.36920 1.08815
H -0.66667 -2.44898 0.46005
H -1.58229 -3.52549 -0.60308
```

---

Which one sits at the top of the stability order? 1 does.

---

## 1
Below is the molecule CH6SSi, with properties calculated with ωB97M-V/def2-TZVPD.

Properties
- net charge = 0
- Kohn-Sham gap (eV) = 10.30
- E_HOMO (eV) = -9.56
- lowest unoccupied orbital energy (eV) = 0.7412

Structure (XYZ):
```
9
CH6SSi | the OMol25 dataset | ωB97M-V/def2-TZVPD
C 0.83889 0.43241 0.18405
Si -0.63088 -0.78959 -0.10985
S -2.50744 0.16025 0.19378
H 1.61635 -0.06018 0.79954
H 1.15318 1.11022 -0.65568
H 0.59246 1.29611 0.91918
H -0.74504 -1.91992 1.05830
H -0.59248 -1.47937 -1.27189
H -2.34524 1.03370 -0.94067
```

---

## 2
Below is a structure of composition CH6SSi, with properties calculated with ωB97M-V/def2-TZVPD.

Properties
- net charge = 0
- Kohn-Sham gap (eV) = 7.88
- E_HOMO (eV) = -8.34
- lowest unoccupied orbital energy (eV) = -0.4594

Structure (XYZ):
```
9
CH6SSi | the OMol25 dataset | ωB97M-V/def2-TZVPD
C -0.43242 -1.36686 -0.22329
Si 0.60386 0.04348 0.55026
S -0.17640 2.36020 -0.99007
H -0.46289 -2.28026 0.51905
H -1.45271 -1.08412 -0.38130
H -0.18110 -1.59911 -1.18844
H 1.82066 0.47968 -0.14957
H 0.32074 0.04844 1.95331
H -0.03973 3.39855 -0.08996
```

---

## 3
Below is a cluster of 2 separate species, CH6SSi in total, with properties calculated with ωB97M-V/def2-TZVPD.

Properties
- net charge = 0
- Kohn-Sham gap (alpha / beta) (eV) = 5.00 / 5.00
- E_HOMO (alpha / beta) (eV) = -7.30 / -7.30
- lowest unoccupied orbital energy (alpha / beta) (eV) = -2.2972 / -2.2968

Structure (XYZ):
```
9
CH6SSi | the OMol25 dataset | ωB97M-V/def2-TZVPD
C -0.55453 0.35040 0.18898
Si 0.24758 -0.45498 1.63027
S 0.30408 -0.45614 -2.68380
H -1.60207 0.06691 0.08536
H -0.49115 1.43694 0.23044
H -0.09611 0.04330 -0.83014
H 1.37865 0.12544 2.34048
H -0.03866 -1.83168 2.01812
H 0.85222 0.71981 -2.97972
```

---

Which one sits at the top of the stability order? 1 does.

---

## 1
Below is a structure of composition C6H9NO, with properties calculated with ωB97M-V/def2-TZVPD.

Properties
- net charge = 0
- Kohn-Sham gap (eV) = 9.85
- E_HOMO (eV) = -8.82
- lowest unoccupied orbital energy (eV) = 1.0249

Structure (XYZ):
```
17
C6H9NO | the OMol25 dataset | ωB97M-V/def2-TZVPD
C -1.55054 -0.42402 0.17463
C -0.74586 0.91492 0.27666
C -0.42777 -0.68851 -0.90698
C 0.90022 -0.94465 -0.14916
C 1.70558 0.32936 0.07369
C 0.54689 0.54958 1.04897
H -2.54914 -0.36454 -0.21815
H -1.59922 -1.11035 1.00606
H -1.05439 1.93227 0.55563
H -1.37642 0.95739 -1.72047
H -0.57546 -1.38406 -1.73649
H 1.39782 -1.85364 -0.42164
H 2.56132 -0.01052 0.68297
H 1.92627 1.06655 -0.68345
H 0.72166 1.14727 1.95394
N -0.48738 0.78475 -1.23397
O 0.60642 -0.90181 1.29775
```

---

## 2
Below is a cluster of 2 separate species, C6H9NO in total, with properties calculated with ωB97M-V/def2-TZVPD.

Properties
- net charge = 0
- Kohn-Sham gap (eV) = 10.10
- E_HOMO (eV) = -9.36
- lowest unoccupied orbital energy (eV) = 0.7425

Structure (XYZ):
```
17
C6H9NO | the OMol25 dataset | ωB97M-V/def2-TZVPD
C -2.68074 -0.11106 0.05574
C -2.00277 1.12658 0.18467
C -0.62516 1.20528 -0.11081
N -0.00796 0.05037 -0.20374
C -0.55000 -1.10093 -0.06406
C -1.93460 -1.18258 -0.01665
H -3.74066 -0.06709 0.10990
H -2.53244 2.04623 0.54546
H -0.11232 2.20259 -0.23194
H 0.15514 -1.98464 -0.15423
H -2.39558 -2.06937 0.52417
C 3.44084 -0.10028 0.53584
O 2.77858 0.06323 -0.67960
H 4.48861 -0.07314 0.59328
H 3.27383 0.84064 1.27932
H 2.89831 -0.84292 1.22021
H 1.90677 0.06723 -0.53163
```

---

Which one sits at the top of the stability order? 2 does.

---

## 1
Below is a cluster of 2 separate species, C6H9NO in total, with properties calculated with ωB97M-V/def2-TZVPD.

Properties
- net charge = 0
- Kohn-Sham gap (eV) = 8.66
- E_HOMO (eV) = -8.74
- lowest unoccupied orbital energy (eV) = -0.0857

Structure (XYZ):
```
17
C6H9NO | the OMol25 dataset | ωB97M-V/def2-TZVPD
C 0.97187 1.14469 -0.71753
C 1.40340 -0.03667 -0.30599
C 1.59704 -0.52728 1.06665
O 1.70246 -1.02430 -1.25764
H 0.60200 1.06732 -1.78229
H 0.74956 1.89194 0.02052
H 1.48271 -1.61992 1.09907
H 2.56358 -0.38982 1.45852
H 0.79502 0.07690 1.61962
H 1.81544 -0.72034 -2.24935
C -2.00343 -0.88491 -1.07581
C -2.22576 -0.10784 -0.04928
C -2.11465 0.67018 0.91260
N -2.21186 1.42011 1.88741
H -1.03769 -1.43376 -1.22822
H -2.75732 -1.17041 -1.74850
H -1.33236 1.64411 2.35021
```

---

## 2
Below is the molecule C6H9NO, with properties calculated with ωB97M-V/def2-TZVPD.

Properties
- net charge = 0
- Kohn-Sham gap (eV) = 9.96
- E_HOMO (eV) = -9.00
- lowest unoccupied orbital energy (eV) = 0.9600

Structure (XYZ):
```
17
C6H9NO | the OMol25 dataset | ωB97M-V/def2-TZVPD
C -2.27430 -0.14750 0.38374
C -1.30447 -0.10885 -0.54255
C 0.11279 0.25646 -0.37366
C 0.34784 1.76845 -0.54536
O 0.73395 2.58358 0.21177
C 0.74825 -0.09840 1.01669
C 1.58656 -1.18378 0.25687
N 1.05852 -0.64289 -1.01737
H -2.22253 0.30856 1.40170
H -3.27056 -0.36542 -0.07427
H -1.64000 -0.37929 -1.50882
H 0.27823 2.15730 -1.57046
H 1.36538 0.72382 1.34215
H 0.09133 -0.36919 1.93608
H 1.10568 -2.11153 0.46251
H 2.62676 -1.06775 0.21628
H 0.65657 -1.32357 -1.59530
```

---

## 3
Below is the molecule C6H9NO, with properties calculated with ωB97M-V/def2-TZVPD.

Properties
- net charge = 0
- Kohn-Sham gap (eV) = 8.70
- E_HOMO (eV) = -7.89
- lowest unoccupied orbital energy (eV) = 0.8114

Structure (XYZ):
```
17
C6H9NO | the OMol25 dataset | ωB97M-V/def2-TZVPD
N -1.90902 0.33797 1.60854
C -1.02598 1.24541 0.67062
C 0.48498 0.77425 0.63849
C 1.11407 -0.62462 1.00595
C 1.38136 -1.32903 -0.21623
O 1.28845 -0.94225 -1.32914
C 0.35737 0.20318 -1.74878
C -0.44980 0.43886 -0.42741
H -1.51298 -0.68167 1.53255
H -2.84005 0.13081 1.01511
H -1.48281 2.29430 0.73390
H 1.13177 1.42096 0.20214
H 1.65631 -1.03294 1.86248
H 1.75359 -2.40580 -0.45328
H -0.14004 -0.21325 -2.69857
H 1.19574 0.81337 -1.88251
H -1.00293 -0.42954 -0.51388
```

---

## 4
Below is a cluster of 2 separate species, C6H9NO in total, with properties calculated with ωB97M-V/def2-TZVPD.

Properties
- net charge = 0
- Kohn-Sham gap (eV) = 9.88
- E_HOMO (eV) = -9.42
- lowest unoccupied orbital energy (eV) = 0.4566

Structure (XYZ):
```
17
C6H9NO | the OMol25 dataset | ωB97M-V/def2-TZVPD
C 0.02626 -2.05616 -0.23412
C -0.15844 -0.76104 -0.24400
C -0.83357 0.32976 0.08948
C -2.31490 0.46269 -0.08826
C -0.14663 1.53051 0.66608
H 0.06788 -2.64916 0.66941
H 0.35562 -2.58961 -1.11525
H -2.80229 0.88051 0.79232
H -2.80722 -0.48264 -0.30670
H -2.51041 1.16035 -0.90418
H -0.29697 2.37957 -0.00085
H 0.91204 1.33634 0.81816
H -0.56701 1.77590 1.64315
N 2.83282 -0.96409 -0.12485
C 2.82408 0.11785 -0.66942
O 3.38696 1.02625 -1.16710
H 2.03179 -1.49704 0.17612
```

---

Which one sits at the top of the stability order? 4 does.